C3H4AlO3 | ωB97M-V with the def2-TZVPD basis set

Values from the calculation:
- spin multiplicity = 2
- DFT total energy (hartree) = -584.8008
- LUMO (spin up / spin down) (eV) = -0.356 / -2.440
- total charge = 0
- energy above the lowest of the compared OMol25 structures with the same formula, charge and spin (kcal/mol) = 35.86
- F_max (eV/Å) = 3.7

Last column: natural (NBO) charge in e.
Cartesian coordinates (Å):
H  0.911  0.721  -1.387  0.1601
O  -0.351  1.798  2.207  -0.5846
O  1.629  -0.710  -0.063  -0.9292
C  0.704  -0.303  -0.995  -0.0835
C  -0.743  -0.291  -0.503  -0.1106
O  -1.054  0.785  0.390  -0.5072
C  -0.553  0.708  1.657  0.2822
H  0.693  -0.975  -1.886  0.1695
H  -0.955  -1.249  0.004  0.1758
H  -1.426  -0.177  -1.357  0.2074
Al  1.144  -0.308  1.933  1.2202